Record 1
Molecular formula: C15H40AsBaF6NO12P2
Method: DFT, ωB97M-V/def2-TZVPD

The value obtained for the orbital gap is 4.22 eV. The energy relative to the best compared isomer or geometry (same formula, charge and spin) is 0.035 eV. Its total charge is -2. The spin multiplicity is 1. For the highest occupied orbital energy, the calculation gives -0.0074 hartree. As for the total energy: -5096.76028 Eh.

XYZ file:
```
78
Properties=species:S:1:pos:R:3:forces:R:3:mulliken_charge:R:1
Ba -1.711 1.673 0.186 -1.475 2.231 -0.526 1.62
O -3.109 4.061 -0.307 0.597 -0.343 -0.178 -0.96
H -3.576 4.817 -0.667 -0.181 0.051 -0.001 -0.06
O -0.117 3.608 0.925 0.428 -0.285 0.061 -0.87
H 0.759 3.800 0.575 -0.010 0.082 -0.099 -0.05
O -4.119 0.937 -0.551 0.181 -0.355 0.065 -0.88
H -4.601 0.135 -0.324 -0.033 -0.075 0.020 -0.02
As -2.120 -0.047 4.046 -1.226 1.085 -0.355 2.00
F -1.505 -1.683 3.915 0.369 0.414 0.141 -0.47
F -2.217 -0.153 5.798 -0.039 -0.299 -0.675 -0.53
F -2.908 1.518 4.098 0.789 -0.561 0.292 -0.50
F -1.961 0.205 2.295 0.113 -0.849 1.155 -0.45
F -3.713 -0.745 3.782 0.579 0.020 0.352 -0.53
F -0.493 0.605 4.225 -0.565 -0.257 -0.019 -0.49
C 0.132 2.758 -3.135 -0.283 0.963 -0.299 0.01
O -0.314 2.231 -2.151 0.283 -0.971 0.267 -0.29
N -0.274 3.976 -3.568 -0.507 -0.373 -0.161 0.19
C 0.135 4.503 -4.842 -0.324 -0.847 0.032 -0.92
C -1.402 4.633 -2.910 1.040 1.405 0.477 -0.74
H 0.925 2.310 -3.761 0.083 -0.007 -0.019 0.10
H -0.694 4.395 -5.552 0.023 0.296 -0.107 0.33
H 0.939 3.865 -5.215 0.247 0.349 -0.094 0.27
H 0.420 5.553 -4.764 0.152 -0.046 -0.049 0.28
H -1.581 4.277 -1.888 -0.442 -0.299 -0.058 0.15
H -1.052 5.669 -2.786 -0.211 0.079 0.133 0.33
H -2.315 4.721 -3.500 0.018 -0.676 -0.154 0.27
C 2.821 2.598 3.841 0.806 -0.559 0.062 -1.51
C 2.163 2.192 2.529 -0.382 1.011 1.229 0.34
O 2.886 1.082 1.981 -0.460 -0.942 -0.572 -0.33
P 2.066 0.003 1.119 -0.608 0.203 0.334 -0.68
O 0.666 0.355 0.798 1.307 -0.493 0.260 1.15
O 3.011 -0.259 -0.135 -0.330 -0.487 0.373 -0.36
C 2.659 0.217 -1.440 0.389 0.939 -0.357 0.43
C 3.457 1.492 -1.715 0.946 -0.416 0.303 -1.31
O 2.257 -1.360 1.941 0.184 0.612 -1.141 -0.23
C 1.792 -1.470 3.297 0.500 0.102 -0.102 0.31
C 2.977 -1.390 4.235 -0.178 -0.663 1.134 -1.46
H 2.647 1.869 4.637 -0.456 0.030 -0.029 0.24
H 3.914 2.580 3.759 0.009 0.402 -0.264 0.33
H 2.489 3.578 4.179 -0.087 -0.014 -0.094 0.42
H 1.128 1.950 2.772 -0.001 -0.103 -0.580 0.24
H 2.147 3.023 1.825 -0.057 -0.208 -0.024 0.17
H 2.938 -0.557 -2.154 -0.025 -0.162 0.087 0.24
H 1.598 0.433 -1.561 -0.102 -0.191 0.415 -0.12
H 3.443 2.166 -0.856 -0.831 0.308 -0.247 0.20
H 4.536 1.302 -1.764 -0.047 -0.462 -0.274 0.39
H 3.178 1.940 -2.667 -0.238 0.285 0.215 0.33
H 1.075 -0.687 3.550 -0.098 -0.151 -0.178 -0.03
H 1.293 -2.439 3.331 -0.021 0.087 0.197 0.42
H 3.863 -1.966 3.963 -0.101 0.128 -0.629 0.32
H 3.262 -0.369 4.478 0.048 0.036 -0.196 0.15
H 2.673 -1.882 5.168 -0.122 0.330 0.127 0.45
C 2.091 -3.727 -0.422 -0.034 0.561 -0.434 -0.90
C 1.085 -3.425 -1.523 0.245 -1.235 0.540 -0.40
O 0.528 -2.122 -1.339 -0.593 -0.214 -0.264 -0.04
P -1.063 -2.022 -1.341 -1.632 0.039 0.661 0.52
O -1.652 -0.690 -1.189 1.068 -0.693 -0.071 -0.18
O -1.490 -2.735 -2.695 1.327 0.161 -0.224 -0.30
C -2.862 -2.880 -3.003 -0.622 -0.168 -0.670 -0.14
C -3.004 -3.227 -4.479 -0.650 -1.739 0.107 -1.38
O -1.624 -3.112 -0.278 0.071 0.697 -1.224 -0.38
C -1.923 -2.637 1.061 1.524 0.103 0.515 0.94
C -2.362 -3.832 1.844 -0.795 -0.569 -0.269 -1.55
H 2.955 -3.075 -0.557 0.081 -0.034 0.399 0.21
H 1.608 -3.535 0.534 0.205 0.073 0.096 0.11
H 2.402 -4.771 -0.460 0.014 -0.011 -0.110 0.43
H 1.527 -3.518 -2.517 -0.044 0.286 -0.033 0.28
H 0.331 -4.211 -1.424 -0.322 0.311 -0.297 0.42
H -3.200 -3.719 -2.386 -0.451 0.232 -0.108 0.22
H -3.439 -1.971 -2.810 0.267 0.017 0.446 0.29
H -2.633 -2.521 -5.214 0.117 0.162 0.242 0.32
H -2.619 -4.239 -4.660 0.881 0.336 -0.054 0.33
H -4.044 -3.493 -4.704 -0.262 0.859 0.156 0.41
H -0.934 -2.306 1.404 -0.446 0.410 0.497 -0.38
H -2.639 -1.817 1.095 0.094 -0.010 -0.367 0.28
H -2.443 -3.652 2.914 0.204 0.193 -0.075 0.36
H -3.359 -4.114 1.489 0.012 -0.131 0.075 0.36
H -1.700 -4.673 1.629 0.090 0.007 0.215 0.31
```
Forces are in eV/Å.

Record 2
Molecular formula: C15H40B2F8FeO15S5
Method: DFT, ωB97M-V/def2-TZVPD

The value obtained for the orbital gap (alpha / beta) is 11.05 / 8.86 eV. The expectation value of S² is 6.005. The energy relative to the best compared isomer or geometry (same formula, charge and spin) is 0.587 eV. The spin multiplicity is 5. For the highest occupied orbital energy (alpha / beta), the calculation gives -0.4011 / -0.3206 hartree. As for the total energy: -5827.86151 Eh.

XYZ file:
```
86
Properties=species:S:1:pos:R:3:forces:R:3:mulliken_charge:R:1
Fe -1.413 0.080 -0.615 -0.102 0.314 -0.304 2.05
B -2.176 2.769 -0.112 -0.438 0.469 0.312 -0.16
F -1.153 2.394 -1.007 0.675 0.313 -0.094 0.10
F -1.664 3.337 1.056 0.029 -0.136 -0.283 -0.37
F -3.077 3.614 -0.744 0.110 -0.079 0.083 -0.37
F -2.794 1.515 0.193 -0.410 0.204 0.094 -0.23
B -3.265 -2.155 -1.672 -0.056 -0.823 -0.703 0.38
F -4.289 -2.030 -2.596 0.154 0.233 0.401 -0.33
F -2.016 -2.205 -2.309 -0.177 0.016 0.246 -0.39
F -3.231 -1.037 -0.760 -0.126 0.263 -0.211 -0.28
F -3.462 -3.296 -0.864 0.145 0.073 0.129 -0.46
O -2.038 -0.588 1.340 -0.104 -0.627 2.047 0.41
S -2.482 -1.231 2.550 -0.909 1.368 -0.420 0.87
O -1.692 -2.254 3.166 -0.274 -0.025 -0.167 -0.84
O -2.658 -0.006 3.625 0.346 -0.626 -1.260 -0.11
C -2.890 -0.378 4.978 -0.427 0.308 1.254 -0.10
C -3.338 0.849 5.763 -0.148 0.468 -0.387 -1.34
C -4.224 -1.679 2.267 1.411 0.407 0.058 -1.06
H -1.974 -0.741 5.445 -0.033 -0.381 -0.313 0.25
H -3.699 -1.111 5.034 0.292 -0.288 -0.009 0.29
H -3.363 0.678 6.839 0.188 -0.297 -0.033 0.40
H -4.344 1.173 5.490 0.054 -0.046 -0.194 0.33
H -2.664 1.685 5.570 0.021 -0.027 0.038 0.30
H -4.574 -2.174 3.166 -0.249 -0.135 -0.156 0.46
H -4.243 -2.265 1.349 0.028 -0.293 0.152 0.29
H -4.696 -0.720 2.066 -0.118 -0.025 0.146 0.35
O -0.234 -1.640 -0.190 0.787 -1.111 0.390 -0.17
S 0.520 -2.856 -0.325 1.215 -0.470 -0.860 1.11
O 0.778 -3.407 -1.630 -0.490 0.331 0.919 -0.78
O 1.991 -2.604 0.356 -1.661 0.459 -0.024 0.17
C 3.119 -3.262 -0.220 0.363 -1.201 0.150 0.01
C 3.951 -3.823 0.925 0.253 0.829 -0.129 -1.22
C -0.151 -4.104 0.757 0.117 0.196 -0.574 -1.17
H 3.630 -2.553 -0.868 0.070 -0.117 -0.040 -0.22
H 2.809 -4.154 -0.770 -0.201 0.491 -0.442 0.47
H 4.496 -3.025 1.436 -0.206 -0.093 0.273 0.26
H 4.705 -4.530 0.577 -0.171 -0.073 -0.128 0.39
H 3.246 -4.315 1.591 0.247 -0.093 0.253 0.30
H -0.085 -3.786 1.793 -0.156 0.179 -0.039 0.20
H 0.429 -5.009 0.581 0.057 0.048 -0.002 0.45
H -1.173 -4.261 0.411 -0.088 0.084 0.144 0.39
O 1.787 0.445 -3.942 -0.327 -0.152 0.714 -0.71
S 1.577 0.716 -2.547 0.927 1.619 -0.603 0.72
O 0.390 0.337 -1.853 0.373 -0.504 -0.402 -0.92
O 2.810 0.117 -1.716 -1.161 -0.402 0.136 0.16
C 4.103 0.045 -2.322 1.014 0.051 0.055 -0.43
C 5.136 0.153 -1.203 0.020 0.239 -0.573 -0.97
C 1.818 2.477 -2.230 0.385 -0.382 0.662 -0.64
H 4.199 0.882 -3.014 0.168 -0.127 -0.104 0.57
H 4.263 -0.893 -2.856 -0.521 0.045 -0.169 0.19
H 4.917 1.082 -0.679 0.223 -0.247 0.494 0.25
H 6.149 0.199 -1.611 -0.125 0.273 -0.282 0.41
H 5.183 -0.732 -0.571 -0.538 0.155 0.319 0.15
H 2.024 2.528 -1.158 -0.164 -0.004 0.003 0.16
H 0.948 3.092 -2.441 -0.220 -0.408 -0.237 0.07
H 2.702 2.855 -2.740 -0.064 -0.230 -0.274 0.44
O -2.869 0.461 -5.032 0.102 0.152 0.826 -0.64
S -2.449 1.238 -3.902 0.186 1.197 -0.756 0.79
O -2.300 0.703 -2.576 -0.163 -0.117 -0.987 -0.60
O -1.019 1.898 -4.244 -0.038 -0.761 0.708 -0.22
C -0.703 2.429 -5.532 -0.295 0.285 -0.920 -0.45
C -0.173 3.834 -5.339 -0.425 0.279 0.337 -1.08
C -3.412 2.762 -3.779 0.190 -1.114 0.100 -1.04
H -1.582 2.500 -6.180 -0.277 -0.097 0.368 0.42
H -0.054 1.759 -6.096 0.337 -0.105 0.519 0.31
H -0.157 4.361 -6.293 0.221 -0.023 0.006 0.38
H 0.778 3.938 -4.821 0.178 -0.366 -0.252 0.23
H -0.893 4.348 -4.697 -0.045 0.142 -0.125 0.30
H -2.794 3.418 -3.177 -0.198 0.184 0.093 0.26
H -4.341 2.511 -3.273 0.025 0.073 0.067 0.46
H -3.616 3.126 -4.782 0.137 0.037 -0.024 0.38
O 2.476 1.685 1.241 -0.504 -0.663 0.386 -0.76
S 1.234 1.159 1.757 -0.618 0.117 0.758 0.78
O 0.172 0.834 0.843 1.109 0.074 0.752 0.16
O 1.473 -0.151 2.692 -0.596 1.039 -0.965 0.28
C 2.670 -0.210 3.479 0.475 -0.072 0.090 -0.32
C 2.656 -1.518 4.238 0.638 -0.490 -0.217 -1.17
C 0.583 2.311 2.968 -0.097 -0.578 -0.615 -1.19
H 2.775 0.613 4.194 -0.381 0.204 -0.215 0.36
H 3.507 -0.123 2.784 0.051 -0.233 0.114 0.31
H 2.168 -1.506 5.210 -0.206 0.288 -0.112 0.33
H 3.697 -1.806 4.408 -0.040 -0.010 0.128 0.38
H 2.220 -2.315 3.637 -0.086 0.070 -0.084 0.15
H 1.141 2.220 3.895 0.341 0.333 -0.159 0.44
H -0.456 2.062 3.175 -0.021 -0.072 -0.296 0.27
H 0.648 3.261 2.442 -0.010 0.214 0.421 0.38
```
Forces are in eV/Å.

Record 3
Molecular formula: C15H40Cl6O12
Method: DFT, ωB97M-V/def2-TZVPD

The value obtained for the orbital gap is 10.09 eV. The spin multiplicity is 1. For the highest occupied orbital energy, the calculation gives -0.3673 hartree. As for the total energy: -4259.42390 Eh.

XYZ file:
```
73
Properties=species:S:1:pos:R:3:forces:R:3:mulliken_charge:R:1
Cl 6.031 8.411 5.266 -0.146 0.304 0.248 -0.08
C 4.778 8.474 6.515 -0.004 -0.368 0.402 0.30
Cl 3.279 9.148 5.872 0.134 0.085 -0.086 -0.10
Cl 4.475 6.824 7.091 -0.082 -0.105 -0.161 -0.10
Cl 5.293 9.409 7.934 0.135 0.118 -0.403 -0.08
Cl 4.626 14.875 10.515 0.047 0.256 0.194 -0.16
C 5.126 16.587 10.782 -0.153 -0.174 -0.347 -0.26
C 6.632 16.700 10.789 -0.084 0.234 0.574 -0.57
Cl 7.369 16.248 9.246 0.108 -0.216 -0.114 -0.09
H 4.720 16.904 11.739 0.026 -0.051 0.047 0.40
H 4.641 17.144 9.985 0.154 0.149 -0.014 0.01
H 6.995 16.089 11.616 0.313 -0.257 -0.357 0.34
H 6.992 17.710 10.980 -0.404 0.136 0.038 0.34
O 7.691 15.360 4.771 0.301 -0.595 -0.579 -0.26
C 6.857 16.489 4.831 -0.709 0.616 0.497 0.12
C 7.304 17.698 4.018 -0.087 -0.819 0.387 -0.52
O 7.455 17.349 2.658 0.257 0.125 -0.044 -0.54
H 8.619 15.526 4.965 -0.112 0.433 0.157 0.22
H 5.882 16.170 4.460 0.091 -0.156 -0.090 0.23
H 6.686 16.788 5.877 0.143 0.111 -0.026 -0.10
H 8.214 18.090 4.490 0.188 0.169 -0.359 0.32
H 6.526 18.457 4.071 0.014 0.103 0.062 0.27
H 7.856 16.472 2.631 -0.007 0.010 -0.017 0.34
O 12.240 13.720 8.297 -0.193 0.498 0.073 -0.59
C 11.065 13.133 7.747 0.849 -0.694 -0.229 -0.12
C 10.351 12.229 8.725 -0.580 -0.362 -0.461 0.35
O 10.928 10.920 8.753 0.469 0.216 0.026 -0.56
H 12.751 13.034 8.736 -0.043 -0.124 -0.092 0.32
H 10.402 13.913 7.372 0.099 0.251 0.358 0.12
H 11.373 12.546 6.870 -0.328 -0.126 0.054 0.24
H 9.323 12.129 8.365 -0.079 0.201 0.299 -0.41
H 10.400 12.657 9.730 -0.202 0.145 -0.027 0.33
H 10.223 10.272 8.789 -0.036 -0.013 -0.031 0.32
O 3.738 16.545 5.957 -0.361 0.380 0.138 -0.55
C 3.954 17.239 7.190 1.433 -0.782 0.187 0.37
C 4.242 18.690 6.915 -0.137 0.056 -1.757 -0.24
O 3.096 19.331 6.309 0.618 -0.292 0.700 -0.58
H 4.160 15.682 6.050 -0.180 -0.210 -0.291 0.07
H 3.160 17.021 7.908 -0.186 0.333 -0.061 0.41
H 4.896 16.823 7.579 -0.136 0.115 0.471 -0.22
H 5.014 18.707 6.129 0.136 -0.261 0.177 -0.04
H 4.726 19.244 7.718 -0.865 0.145 0.422 0.38
H 2.946 18.743 5.556 -0.348 0.288 -0.028 0.34
O 6.893 12.257 3.887 -0.355 -0.491 -0.066 -0.28
C 7.613 11.305 3.117 -0.085 -0.772 -0.489 -0.22
C 9.032 11.235 3.610 1.072 0.664 -0.168 -0.67
O 9.106 10.744 4.940 -0.397 0.087 -0.322 -0.52
H 6.020 12.361 3.450 0.163 0.055 0.232 0.24
H 7.269 10.254 3.161 -0.530 0.290 0.705 0.13
H 7.458 11.507 2.051 0.706 0.495 -0.021 0.36
H 9.547 12.206 3.587 -0.392 0.152 -0.159 0.23
H 9.653 10.606 2.967 -0.290 -0.308 0.081 0.39
H 8.645 11.411 5.468 0.440 -0.340 0.348 0.24
O 4.733 13.525 5.878 0.384 -0.427 -0.221 -0.47
C 5.239 13.204 7.178 -0.562 1.791 0.552 -0.14
C 6.724 13.406 7.337 0.791 -1.004 0.745 0.26
O 7.454 12.285 6.804 -0.249 0.344 -0.693 -0.37
H 5.326 13.142 5.217 -0.128 0.023 -0.008 0.31
H 4.742 13.973 7.784 0.148 -0.241 0.298 0.09
H 4.899 12.244 7.570 0.185 -0.208 -0.397 -0.04
H 7.018 13.390 8.390 -0.492 0.027 0.132 0.43
H 7.116 14.359 6.979 -0.359 -0.040 -0.540 -0.25
H 7.175 12.201 5.875 -0.076 0.047 0.064 0.33
O 4.400 12.256 2.750 -0.471 -0.480 -0.140 -0.57
C 4.068 10.916 2.331 0.717 0.132 -0.236 -0.03
C 4.543 10.678 0.916 0.092 0.091 -0.829 -0.55
O 3.999 11.654 0.019 0.159 -0.422 0.227 -0.53
H 3.562 12.661 2.990 0.231 0.396 0.095 0.28
H 4.591 10.223 2.996 -0.298 -0.144 0.088 0.03
H 2.990 10.766 2.358 -0.011 -0.035 0.200 0.53
H 4.251 9.680 0.572 -0.312 0.049 0.176 0.34
H 5.631 10.669 0.797 0.061 0.171 0.474 0.19
H 4.732 12.225 -0.221 -0.194 0.225 -0.066 0.31
```
Forces are in eV/Å.